Density functional theory data (ωB97M-V/def2-TZVPD) for 29 unconnected molecules or ions with the total composition H58O29 at a distorted geometry.

Structure (XYZ):
```
87
Properties=species:S:1:pos:R:3
O -13.05736 -18.32129 5.98898
H -13.64991 -19.04697 6.14405
H -12.61614 -18.20499 6.85670
O -11.00252 -10.79748 8.68888
H -11.28620 -10.14538 9.35056
H -11.80974 -11.11204 8.20265
O -9.31404 -14.31924 9.70876
H -9.03697 -13.72006 8.97541
H -9.02484 -15.19508 9.45768
O -13.66261 -15.53929 2.54811
H -13.58527 -16.51521 2.44471
H -14.38552 -15.26740 3.11098
O -5.56973 -18.15179 1.27485
H -5.89566 -17.99361 2.13805
H -4.86271 -17.63582 0.95027
O -9.10333 -12.42897 4.89455
H -8.48712 -11.79570 4.55533
H -8.95280 -12.35993 5.84489
O -6.74545 -14.75231 7.58227
H -6.85130 -14.86617 6.61538
H -7.47440 -15.16354 7.99854
O -9.95355 -15.14247 5.94286
H -10.52283 -15.01556 6.67922
H -10.55892 -14.80266 5.28987
O -7.34190 -14.64992 4.80714
H -8.19077 -14.17783 4.74088
H -6.72322 -14.19773 4.16811
O -7.92269 -19.63197 0.90247
H -8.01340 -20.08383 1.73888
H -7.09350 -19.10580 0.97266
O -11.92664 -12.20169 4.13005
H -11.86688 -12.86435 3.45862
H -11.02046 -11.98290 4.42632
O -9.83666 -17.44267 1.02655
H -9.58231 -18.39941 1.07621
H -9.33756 -17.17926 0.21971
O -11.63538 -14.41209 8.31259
H -11.84483 -13.51894 7.89603
H -11.24790 -14.22471 9.16224
O -7.32861 -15.04790 0.50454
H -7.00524 -15.67517 1.06882
H -7.24603 -15.24054 -0.40328
O -8.93153 -20.01166 4.25625
H -8.88967 -20.96783 4.46041
H -9.89888 -19.65540 4.21278
O -7.77934 -9.97835 4.05531
H -8.13873 -10.36959 3.23720
H -8.53883 -9.46788 4.27291
O -5.48925 -12.17083 7.86122
H -5.35888 -13.15111 7.93831
H -4.78073 -11.75904 8.35625
O -11.27439 -18.55304 3.68025
H -12.12222 -18.26427 4.13782
H -10.77966 -17.82246 3.38025
O -8.75143 -16.93821 7.74271
H -9.31050 -16.50184 7.12295
H -8.29249 -17.59787 7.12640
O -5.38559 -11.44733 4.69529
H -4.89067 -11.42130 5.50461
H -5.93670 -10.68555 4.76077
O -11.62222 -17.55492 8.40169
H -10.69365 -17.75420 8.20928
H -11.61210 -16.62766 8.77016
O -6.24512 -12.61337 2.26541
H -5.73534 -13.06958 1.56986
H -5.75648 -12.00242 2.85501
O -13.03059 -18.08977 1.32966
H -13.38882 -18.73150 0.70709
H -12.09350 -18.30235 1.48940
O -11.22535 -14.59524 1.96806
H -10.68035 -15.22147 1.23949
H -12.16630 -14.83971 2.02454
O -7.41405 -18.38388 5.68284
H -7.26770 -17.66295 5.03077
H -8.00097 -19.03812 5.25933
O -9.14316 -11.98926 2.05527
H -9.79206 -12.74994 2.06112
H -8.32892 -12.27396 1.73274
O -12.84692 -12.07971 6.82370
H -13.70631 -12.49511 6.95639
H -12.61763 -12.07930 5.84190
O -7.29233 -16.82390 2.93540
H -7.49120 -16.19813 3.71156
H -8.08902 -17.11180 2.39724
O -8.82138 -12.14134 7.65144
H -9.27594 -11.61520 8.31693
H -7.87548 -11.90318 7.64073
```

Computed properties:
- LUMO energy: 0.03 eV
- E_tot: -2216.83772 Ha
- Energy relative to the best compared isomer or geometry (same formula, charge and spin): 49.1 kcal/mol
- E_HOMO: -10.3 eV

***

Density functional theory data (ωB97M-V/def2-TZVPD) for 4 unconnected molecules or ions with the total composition C5H10FN at a distorted geometry.

Structure (XYZ):
```
17
Properties=species:S:1:pos:R:3
C 2.45774 0.62640 0.19809
C 0.47757 -0.72037 0.42383
C -0.67491 -0.82395 -0.60573
C -1.69467 0.21799 -0.26313
C -2.88297 0.06760 0.29473
H 2.73671 -0.67826 0.91909
H 2.11245 1.85431 1.11476
H 3.34870 0.81477 -0.96167
H 1.00525 1.01410 -0.89556
H 1.08306 -1.64022 0.60181
H 0.25631 -0.02697 1.44768
H -1.42652 -1.74399 -0.71957
H -0.23601 -0.46293 -1.55492
H -3.09611 -1.13366 0.44827
H -3.62678 0.91660 0.30833
N 1.39063 0.12911 -0.58209
F -1.23047 1.58950 -0.17394
```

Computed properties:
- LUMO energy: 0.51 eV
- E_tot: -350.82237 Ha
- Energy relative to the best compared isomer or geometry (same formula, charge and spin): 190.4 kcal/mol
- E_HOMO: -9.1 eV

***

Density functional theory data (ωB97M-V/def2-TZVPD) for a molecular structure, C48H57F21N9O12S6V at a distorted geometry.

Structure (XYZ):
```
154
Properties=species:S:1:pos:R:3
V 0.15519 -2.48434 -2.11150
C 3.36139 -2.32034 1.31989
F 3.08089 -1.10851 1.80107
F 4.64903 -2.58918 1.65459
F 2.54088 -3.26778 1.86805
S 3.17929 -2.24137 -0.65091
O 2.81949 -0.86525 -0.90984
O 4.48317 -2.64574 -1.20640
N 1.79919 -3.20296 -1.20937
S 2.45531 -4.70442 -1.02588
O 3.28866 -4.85440 0.17893
O 1.41834 -5.73334 -1.11741
C 3.60484 -4.97907 -2.63403
F 3.44223 -3.95173 -3.49933
F 4.85077 -5.19199 -2.35259
F 3.19444 -6.07052 -3.22184
C -3.98544 -3.12290 -2.51111
F -3.43767 -2.34554 -1.58858
F -4.39696 -4.21985 -1.85377
F -5.01991 -2.47923 -3.04772
S -2.66693 -3.45440 -3.88857
O -2.23475 -4.85211 -3.67651
O -3.29340 -3.30027 -5.17504
N -1.40221 -2.21436 -3.42215
S -1.76707 -0.95917 -4.39210
O -3.17954 -0.72386 -4.66473
O -0.91232 0.22204 -4.05717
C -1.05396 -1.57980 -6.07743
F -0.76819 -2.92853 -6.07794
F -1.97169 -1.34795 -7.04056
F 0.12888 -0.94818 -6.30080
C 0.05626 -0.56769 2.22916
F -0.89927 0.08464 2.92463
F 0.80233 0.33134 1.60860
F 0.75662 -1.28094 3.07850
S -0.78964 -1.72995 0.94897
O -0.15120 -3.03055 1.11816
O -2.23628 -1.74677 1.21106
N -0.43317 -1.14541 -0.71916
S -1.33775 0.22672 -0.69365
O -2.39273 0.04873 -1.67975
O -1.85392 0.79206 0.57902
C -0.14662 1.61458 -1.38861
F -0.79134 2.41689 -2.23762
F 0.37984 2.44536 -0.44555
F 0.89415 1.00429 -2.00732
C 4.40649 -5.30778 4.12898
C 5.09168 -4.08311 4.85458
C 4.07152 -3.32749 5.84039
C 2.64364 -3.21370 5.40728
N 1.55321 -3.07112 5.05638
H 3.54059 -5.08836 3.50434
H 4.06631 -6.09830 4.79791
H 5.12461 -5.73165 3.42703
H 5.47712 -3.44455 4.05974
H 5.97232 -4.38881 5.41949
H 4.43209 -2.34637 6.14936
H 4.02197 -3.83909 6.80160
C 3.13860 -3.00485 -6.72943
C 3.24615 -1.48255 -6.57384
C 3.42584 -0.99776 -5.14375
C 2.27730 -1.16139 -4.21694
N 1.40342 -1.29358 -3.47860
H 2.15152 -3.31150 -6.38338
H 3.88364 -3.55687 -6.15647
H 3.21097 -3.40726 -7.73983
H 2.45513 -0.92073 -7.07057
H 4.13004 -1.15495 -7.12111
H 3.81800 0.01893 -5.11788
H 4.19109 -1.66856 -4.75321
C 1.37849 2.26283 4.60833
C 2.77765 1.73428 4.40950
C 3.17036 0.37778 5.05861
C 3.20030 0.37119 6.53449
N 3.25908 0.40647 7.71492
H 1.30073 2.48519 5.67257
H 0.62335 1.52629 4.33375
H 1.15614 3.16678 4.04130
H 3.44738 2.50126 4.79850
H 3.03127 1.76819 3.34997
H 4.19679 0.09351 4.82680
H 2.54636 -0.40209 4.62211
C 2.29833 4.47866 1.89222
C 3.47375 4.93611 0.96996
C 3.80044 6.39794 1.15188
C 2.73255 7.30672 0.62946
N 1.86703 8.01721 0.23695
H 2.54013 4.68440 2.93495
H 2.13813 3.40853 1.76088
H 1.35705 4.92190 1.56722
H 3.21697 4.69291 -0.06107
H 4.34703 4.32503 1.19815
H 4.73597 6.71700 0.69242
H 3.79288 6.66609 2.20835
C -1.79761 -7.69442 -0.90416
C -2.96569 -7.01715 -0.05954
C -2.63289 -5.60717 0.47501
C -1.80158 -4.84668 -0.46199
N -1.09260 -4.20362 -1.16675
H -1.52433 -7.13389 -1.79815
H -2.07821 -8.64030 -1.36750
H -0.88482 -7.96967 -0.37582
H -3.22849 -7.70198 0.74672
H -3.76867 -6.99415 -0.79628
H -2.14373 -5.63241 1.44876
H -3.52454 -4.98718 0.56823
C 0.19922 5.80116 -2.12813
C 0.72925 5.61460 -3.57156
C 2.08984 6.29978 -3.95603
C 3.20377 6.19502 -2.98621
N 4.01172 6.13758 -2.20125
H -0.83254 5.45044 -2.15138
H 0.20540 6.84631 -1.81869
H 0.83445 5.32847 -1.37902
H 0.02615 5.99869 -4.31062
H 0.80862 4.52898 -3.62845
H 1.85306 7.36185 -4.01974
H 2.41818 6.03090 -4.96002
F -0.15748 5.42897 3.60570
C -0.98074 5.06676 2.60782
C -1.49817 3.80423 2.51247
C -2.51752 3.55281 1.59505
C -2.81704 4.52279 0.59414
C -2.15577 5.72581 0.57387
C -1.21094 5.98041 1.54629
H -1.20249 3.11088 3.28592
H -3.09941 2.64300 1.60070
H -3.50480 4.28166 -0.20289
H -2.30666 6.39202 -0.26266
H -0.66288 6.91068 1.52112
F -5.44577 1.74303 2.40616
C -4.88815 1.02098 3.44712
C -5.25019 1.42876 4.73813
C -4.74259 0.77588 5.88823
C -3.97727 -0.38823 5.68510
C -3.59019 -0.75494 4.40224
C -4.01464 -0.02316 3.26541
H -5.93566 2.25832 4.82970
H -5.03079 1.12699 6.86806
H -3.60821 -0.96534 6.52005
H -2.87227 -1.54660 4.24647
H -3.75663 -0.29294 2.25198
F -8.20215 2.85064 -0.79143
C -7.09403 2.49811 -1.42463
C -6.71769 1.15623 -1.36578
C -5.51261 0.77463 -1.95966
C -4.77200 1.69419 -2.62694
C -5.12220 3.01421 -2.73642
C -6.30551 3.39898 -2.13620
H -7.24033 0.39559 -0.80483
H -5.21719 -0.26416 -1.95383
H -3.96401 1.40424 -3.28227
H -4.46006 3.71387 -3.22472
H -6.61061 4.43453 -2.16685
```

Computed properties:
- LUMO energy (alpha / beta): -3.42 / -2.38 eV
- E_tot: -8688.97349 Ha
- E_HOMO (alpha / beta): -8.7 / -8.7 eV
- 2S+1: 3
- Expectation value of S²: 2.01

***

Density functional theory data (ωB97M-V/def2-TZVPD) for 2 unconnected molecules or ions with the total composition C3H9BrOSi at a distorted geometry.

Structure (XYZ):
```
15
Properties=species:S:1:pos:R:3
C -0.27748 2.24762 0.25425
C 2.11112 -1.00323 -0.92467
C -0.84056 -1.43431 0.81198
O 0.40119 1.10963 -0.08589
Si 0.48656 -0.45847 -0.02115
Br -3.86561 -0.42031 -0.11895
H -1.32959 2.40184 -0.23378
H 0.35182 3.23318 -0.15385
H -0.52100 2.28860 1.29234
H 3.12191 -0.69400 -0.53468
H 2.16901 -1.99657 -1.09595
H 1.92928 -0.39862 -1.83088
H -0.99576 -1.40357 1.82616
H -1.91063 -1.02414 0.37923
H -0.83026 -2.44764 0.43583
```

Computed properties:
- LUMO energy: -1.31 eV
- E_tot: -3058.38735 Ha
- Energy relative to the best compared isomer or geometry (same formula, charge and spin): 87.1 kcal/mol
- E_HOMO: -7.4 eV

***

Density functional theory data (ωB97M-V/def2-TZVPD) for a single C6H5ClN2S molecule at a distorted geometry.

Structure (XYZ):
```
15
Properties=species:S:1:pos:R:3
C -1.42601 1.53459 -0.11590
C 1.67377 -0.82964 -0.64136
C 1.67234 -0.01313 0.40935
C 0.44788 -1.04508 -1.36591
C 0.45117 0.61876 1.04289
C -1.04947 0.17869 0.02126
N -1.58916 2.66126 -0.20392
N -0.68446 -0.66509 -0.97083
S -2.09494 -0.82734 1.15601
Cl -3.77530 -0.92078 0.00703
H 2.64547 -1.11775 -1.03391
H 2.70459 0.05406 0.98459
H 0.33353 -1.71134 -2.31771
H 0.18785 0.38426 2.02102
H 0.50275 1.69855 1.00741
```

Computed properties:
- LUMO energy: -0.42 eV
- E_tot: -1199.40312 Ha
- Energy relative to the best compared isomer or geometry (same formula, charge and spin): 25.3 kcal/mol
- E_HOMO: -9.3 eV
- SMILES: N#C[C@]1(SCl)CC=CC=N1

***

Density functional theory data (ωB97M-V/def2-TZVPD) for a single C3H3NO2 molecule at a distorted geometry.

Structure (XYZ):
```
9
Properties=species:S:1:pos:R:3
C -0.47359 1.21539 -0.62466
C -0.70090 2.47600 -1.31583
C -0.26348 -0.06624 -0.01441
N 0.49664 2.42911 -0.69049
O -1.47912 3.06265 -1.97910
O 0.87590 -0.22627 0.77191
H -0.26175 -0.78442 -0.86524
H -1.14121 -0.33023 0.59797
H 1.52590 0.45693 0.55706
```

Computed properties:
- LUMO energy: -0.84 eV
- E_tot: -321.23316 Ha
- Energy relative to the best compared isomer or geometry (same formula, charge and spin): 90.7 kcal/mol
- E_HOMO: -10.3 eV
- SMILES: O=c1nc1CO